Version w
Formula: C24H35BrF6IrN7O3P3S
Source: the OMol25 dataset
Level of theory: the ωB97M-V functional and the def2-TZVPD basis

Each line ends with the Löwdin charge.
Cartesian coordinates (Å):
C -2.69 3.98 -1.82  -0.0520
H 3.85 1.10 -1.08  0.0904
H -3.10 4.77 -1.19  0.0995
H -0.43 -1.05 -2.84  0.0620
C -4.34 2.27 -1.15  -0.0460
H -4.78 2.30 -2.15  0.1031
H 3.89 2.22 -2.46  0.1007
H -3.18 4.03 -2.79  0.1038
N 0.38 0.86 -3.19  -0.2828
N 3.11 -2.89 2.64  0.2247
C 3.17 -2.14 0.56  -0.2105
C 2.17 3.37 -0.88  -0.0567
N -1.83 2.55 1.17  -0.1069
C -4.22 -4.04 -0.30  -0.6993
C -1.80 -2.60 0.01  -0.2331
H -1.62 4.15 -1.96  0.0812
H 0.93 -4.66 4.30  0.0946
C -3.80 -3.12 -1.26  -0.0873
H 3.10 -1.53 -1.51  0.1036
H -1.35 -4.56 0.71  0.1670
F 0.16 1.84 3.67  -0.1353
F 2.43 1.98 3.32  -0.0753
C 5.91 -2.06 0.37  -0.0489
O 0.66 -0.14 -0.87  -0.4089
C 0.52 1.90 -4.21  -0.0588
H -2.39 -1.55 -1.72  0.0739
H -3.11 1.05 1.85  0.0971
H 1.21 3.78 -0.61  0.0575
C -3.46 -4.35 0.79  -0.0713
H -1.46 0.03 -3.80  0.0962
H -2.14 4.56 1.59  0.1260
Ir -0.16 -1.49 0.50  1.5065
C 3.30 1.47 -1.94  -0.0603
C -2.61 1.94 2.21  -0.0196
C 3.73 -1.76 -0.66  -0.0196
C -1.31 3.87 1.40  -0.0248
C 0.58 -3.14 2.74  -0.2696
C 1.87 -2.76 2.17  -0.2565
H -4.41 -2.93 -2.13  0.1031
C 5.11 -1.73 -0.74  -0.0591
H -0.71 4.21 0.56  0.0826
H 6.99 -2.02 0.26  0.1174
Br -5.89 -4.89 -0.52  0.8062
S -1.42 -4.47 3.66  1.1172
H -0.69 3.84 2.30  0.1168
F 1.44 -0.05 3.82  -0.1155
C 3.98 -2.50 1.64  -0.1564
O -0.43 2.22 -1.04  -0.2509
H -3.80 -5.09 1.51  0.1105
H 3.12 0.64 -2.63  0.0840
H -2.45 -2.52 2.68  0.1422
H 2.66 4.05 -1.58  0.1003
H -0.44 2.38 -4.42  0.0920
H -0.02 -0.70 -4.52  0.1007
C -0.43 -0.28 -3.60  -0.0622
F 0.94 2.19 1.56  -0.1621
N 1.85 -2.30 0.93  0.0521
H -4.43 1.25 -0.77  0.0857
H 6.00 -2.73 2.41  0.1244
N 2.02 2.07 -1.53  -0.2801
O -2.04 0.36 -0.30  -0.2631
N -0.44 -2.61 2.08  -0.1549
H -4.90 2.95 -0.50  0.1004
H -3.33 2.67 2.60  0.1244
H -1.93 1.68 3.03  0.1072
C -1.72 -3.25 2.33  -0.4933
H 0.89 1.45 -5.13  0.0994
P 1.26 1.11 2.74  0.2028
H 2.78 3.29 0.02  0.0986
C 5.37 -2.45 1.57  0.0137
H 3.37 -3.16 3.58  0.1874
H 5.58 -1.46 -1.67  0.1148
H 1.23 2.66 -3.88  0.0845
P -1.82 1.80 -0.43  0.4955
C -2.09 -3.77 0.94  -0.3078
C -2.61 -2.36 -1.04  -0.1132
F -0.06 0.21 2.10  -0.2921
F 2.22 0.34 1.72  -0.1310
C 0.25 -4.11 3.67  -0.2740
P 0.71 1.15 -1.63  0.5464
N -2.93 2.66 -1.24  -0.2585

Computed properties:
2S+1: 6
Net charge: +2
LUMO level (spin up / spin down) in eV: -5.32 / -8.57
Orbital gap (spin up / spin down) in hartree: 0.2434 / 0.1801

Version x
Formula: C24H35BrF6IrN7O3P3S
Source: the OMol25 dataset
Level of theory: the ωB97M-V functional and the def2-TZVPD basis

Each line ends with the Löwdin charge.
Cartesian coordinates (Å):
P 2.90 -0.80 0.34  0.2268
H -1.43 -1.38 3.20  0.1021
H -1.20 -3.17 4.92  0.1154
H -0.30 1.61 -4.54  0.0853
H -2.49 2.32 -0.70  0.0702
H 1.51 -2.70 -3.01  0.0776
H -3.66 -2.24 -2.58  0.0918
H 0.43 -3.60 -1.43  0.0521
O -0.06 1.04 -2.05  -0.2398
H -0.89 -3.41 2.12  0.0773
H -0.44 6.57 0.93  0.1111
H -0.92 -2.52 -4.04  0.0784
N 2.20 0.71 4.47  0.2247
H -0.71 4.34 2.28  0.1659
C 1.60 1.33 3.44  -0.2536
H 0.00 -2.04 -5.48  0.0977
C -0.90 5.64 0.62  -0.0721
C -0.59 -1.41 3.88  -0.0187
F 1.92 0.58 -0.03  -0.2815
H -0.46 -4.93 -0.67  0.1003
O -0.44 -1.52 -1.86  -0.2600
H 3.43 0.40 -2.24  0.0869
H 0.33 0.56 -5.84  0.0989
F 3.84 -0.32 -0.88  -0.1415
Br -2.66 7.30 -0.83  0.8100
C -3.60 -0.16 -0.74  -0.0636
C -1.59 -3.50 1.30  -0.0610
C 2.46 3.77 3.31  -0.2753
C 1.61 -1.42 5.70  0.0142
C -1.99 5.65 -0.20  -0.6984
C 2.27 -1.96 -3.20  -0.0282
F 1.97 -1.60 -0.73  -0.1688
H 3.06 0.98 4.90  0.1874
C 1.87 2.62 2.81  -0.2714
C 0.40 -0.43 3.83  -0.2097
C -0.45 -2.39 4.84  -0.0584
H 2.59 -1.99 -4.24  0.1249
H 3.14 -2.15 -2.56  0.1183
H -3.52 4.52 -1.22  0.1043
N 0.52 0.69 3.02  0.0461
C 0.64 -2.40 5.73  -0.0479
S 2.12 5.13 2.34  1.1182
H 3.24 0.37 -4.00  0.1255
C -3.58 -2.49 -1.52  -0.0593
H 1.50 4.24 0.19  0.1444
F 3.79 -2.06 0.62  -0.0690
C 1.10 4.14 1.21  -0.4883
H 0.84 -4.09 0.22  0.1021
C 0.02 -3.97 -0.49  -0.0509
H -3.05 -3.44 -1.41  0.0844
C -2.64 4.47 -0.60  -0.0843
F 3.69 0.14 1.36  -0.1060
C -0.46 0.68 -5.10  -0.0492
H 2.18 1.42 -2.99  0.1005
H -1.72 -1.66 -5.36  0.1015
H 0.70 -3.19 6.46  0.1179
O -0.93 -0.43 0.48  -0.4037
N -0.98 -3.04 0.04  -0.2779
C -0.79 -1.75 -4.79  -0.0573
C 1.46 -0.43 4.74  -0.1558
C -0.99 3.11 0.56  -0.2251
H -4.60 -0.33 -0.33  0.1025
H -1.89 -4.54 1.19  0.1008
N 1.78 -0.63 -2.90  -0.1237
N -0.50 -0.46 -4.17  -0.2630
H -2.48 -2.91 1.52  0.0903
N -2.89 -1.43 -0.78  -0.2835
H -3.71 0.27 -1.75  0.0999
H 3.04 3.86 4.22  0.0947
H -3.08 0.55 -0.10  0.0506
H -1.42 0.75 -5.61  0.1008
F 1.84 -1.18 1.48  -0.1294
H 2.43 -1.43 6.40  0.1246
H -4.58 -2.61 -1.12  0.0991
Ir 0.00 1.37 1.00  1.5111
C 2.70 0.47 -3.05  -0.0185
P 0.09 -0.28 -2.67  0.4776
C -0.42 4.36 1.22  -0.3070
C -2.07 3.21 -0.25  -0.0985
N 1.21 2.78 1.67  -0.1546
P -1.31 -1.54 -0.44  0.5412

Computed properties:
2S+1: 6
Net charge: +2
LUMO level (spin up / spin down) in eV: -5.38 / -8.02
Orbital gap (spin up / spin down) in hartree: 0.2414 / 0.2009

The structure with the most favorable energy is version w; the runner-up is 35.7 kJ/mol above it.

Version w
Formula: C2H12O3S2
Source: the OMol25 dataset
Level of theory: the ωB97M-V functional and the def2-TZVPD basis

Each line ends with the Löwdin charge.
Cartesian coordinates (Å):
H 1.79 0.32 2.12  0.0258
H -1.89 0.68 1.65  0.0250
C 1.91 0.41 1.05  -0.4443
H -0.29 -1.40 -2.14  -0.0253
O 0.70 0.05 -2.54  -0.0714
C -1.37 1.63 1.48  -0.4517
S 1.41 2.11 0.56  0.4272
H 0.49 0.93 -2.21  -0.0256
H -2.13 2.42 1.57  0.0264
H 1.66 0.09 -2.53  0.0638
H 2.94 0.31 0.70  0.0209
H -0.97 -1.87 -0.07  -0.0080
O -0.91 -1.75 0.90  -0.1010
S -0.51 1.80 -0.12  0.4446
O -0.83 -2.12 -1.84  -0.0552
H -1.24 -2.63 1.18  0.0462
H -0.65 1.76 2.27  0.0084
H 1.30 -0.36 0.55  0.0199
H -1.41 -2.37 -2.58  0.0745

Computed properties:
Net charge: 0
LUMO level in eV: 0.59
Orbital gap in hartree: 0.3415
SMILES: CSSC.O.O.O

Version x
Formula: C2H12O3S2
Source: the OMol25 dataset
Level of theory: the ωB97M-V functional and the def2-TZVPD basis

Each line ends with the Löwdin charge.
Cartesian coordinates (Å):
H -2.24 0.34 -0.77  -0.0746
H 0.22 2.46 -0.45  -0.0015
H 0.24 -1.71 -0.48  -0.0604
H -1.23 -1.35 -0.86  -0.0256
H 3.26 0.19 0.36  -0.0829
S 2.08 -0.37 0.71  0.8011
O -0.71 -2.02 -0.37  -0.0948
O -1.99 -0.10 -1.60  -0.0867
H -0.42 1.09 2.56  0.0183
H -1.78 -0.10 2.34  0.0298
S -2.11 1.79 0.94  0.5213
H 2.10 -1.20 -1.50  0.0409
O 1.05 2.10 -0.85  -0.1194
H -2.80 -0.03 -2.13  0.0720
C -1.13 0.64 1.88  -0.5897
H 1.62 2.29 -0.09  0.0134
C 1.93 -1.61 -0.50  -0.3651
H -0.53 0.13 1.09  -0.0397
H 2.44 -2.54 -0.28  0.0436

Computed properties:
Net charge: 0
LUMO level in eV: -4.24
Orbital gap in hartree: 0.1171

The structure with the most favorable energy is version w; the runner-up is 620.5 kJ/mol above it.

Version w
Formula: C3H13NO3
Source: the OMol25 dataset
Level of theory: the ωB97M-V functional and the def2-TZVPD basis

Each line ends with the Löwdin charge.
Cartesian coordinates (Å):
H 1.92 -0.98 -2.86  0.0373
C 0.27 1.55 -0.40  -0.0490
H 1.30 1.60 -0.75  0.0592
H -2.15 -1.73 -0.79  0.0698
H 2.78 0.05 0.08  0.0205
H -2.15 1.31 -0.20  0.1002
H 3.46 -0.67 1.27  0.0485
O 2.60 -0.45 0.88  -0.0518
N -0.37 0.49 -0.58  -0.0460
H 0.93 -0.43 2.17  -0.0097
C -1.70 0.34 -0.06  -0.2946
H -0.10 2.49 0.03  0.0887
C -2.59 -0.74 -0.66  -0.1006
O 0.26 -0.42 2.88  -0.0711
H 1.08 -0.28 -1.82  -0.0058
H -3.43 -0.81 0.02  0.0629
O 1.90 -0.17 -2.34  -0.0865
H -3.00 -0.38 -1.61  0.0672
H 0.65 -0.79 3.67  0.0284
H -1.65 0.02 1.05  0.1322

Computed properties:
Net charge: 0
LUMO level in eV: 0.74
Orbital gap in hartree: 0.3856
SMILES: C=NCC.O.O.O

Version x
Formula: C3H13NO3
Source: the OMol25 dataset
Level of theory: the ωB97M-V functional and the def2-TZVPD basis

Each line ends with the Löwdin charge.
Cartesian coordinates (Å):
C -0.57 0.72 0.54  -0.2761
O 1.00 0.04 -2.06  -0.0669
H -2.33 0.34 -0.66  0.0921
H 1.48 2.80 -0.36  0.1497
N -0.52 2.02 -0.12  -0.0007
O 1.45 -2.40 0.46  -0.1494
H 0.79 0.92 -1.49  0.0086
H 0.18 2.80 -1.81  0.1043
C 0.58 2.39 -0.88  0.0828
H -0.81 -2.27 2.54  -0.0491
H 0.51 0.34 0.47  0.1335
H -1.10 -1.05 -0.44  0.0759
H 1.48 -0.69 -1.65  0.0463
H 0.68 -2.08 1.04  -0.0466
H 1.66 -3.25 0.86  0.0120
O -0.61 -1.65 1.83  -0.3680
C -1.62 -0.20 0.00  -0.0913
H -1.22 2.69 0.16  0.1633
H -0.60 0.69 1.63  0.1085
H -2.09 -0.63 0.90  0.0712

Computed properties:
Net charge: 0
LUMO level in eV: -4.03
Orbital gap in hartree: 0.1330

Version y
Formula: C3H13NO3
Source: the OMol25 dataset
Level of theory: the ωB97M-V functional and the def2-TZVPD basis

Each line ends with the Löwdin charge.
Cartesian coordinates (Å):
H 2.98 -3.17 -1.37  0.1118
O -4.67 4.62 -0.64  -0.0649
H -3.44 0.52 -0.23  0.0154
H 1.97 -3.46 1.53  0.1078
C 2.18 -2.33 1.26  -0.0111
O -3.27 1.45 -0.21  -0.0694
H -2.31 1.29 0.05  0.0762
O -0.83 2.33 2.85  -0.0880
H -0.66 3.33 2.77  0.0854
H 2.66 -1.86 2.07  0.0173
H -5.39 4.26 -1.10  -0.0016
H -4.15 3.83 -0.33  0.0392
C 2.14 -2.52 -1.22  -0.3215
C 2.37 -1.80 0.03  -0.2033
H 2.33 -2.04 -3.28  0.0863
H 3.22 -1.05 -0.14  0.1264
N 1.86 -1.67 -2.41  -0.0043
H 1.33 -3.11 -0.98  0.0777
H 2.43 -0.87 -2.43  0.0137
H -0.75 2.26 3.79  0.0070

Computed properties:
Net charge: 0
LUMO level in eV: 0.64
Orbital gap in hartree: 0.3666
SMILES: C=CCN.O.O.O

The structure with the most favorable energy is version w; the runner-up is 171.5 kJ/mol above it.